Entry 1:
ORCA calculation (the ωB97M-V functional and the def2-TZVPD basis) on one molecule with the formula C8H10O at a distorted geometry.

CARTESIAN COORDINATES (ANGSTROEM)
C 0.24026 1.63000 -0.48871
C -1.99243 0.71111 -0.15172
C -1.74665 -0.53636 0.06667
C -0.71362 -1.19491 0.86278
C 0.13011 -1.38877 -0.33183
C 1.47228 -1.01994 -0.42756
C 2.06035 0.12631 0.28875
C 1.37980 1.30129 0.40083
H 0.26283 2.54500 -0.85205
H 0.04305 0.63381 -1.18147
H -2.79766 1.20621 -0.83418
H -2.51074 -1.17452 -0.21401
H -0.05485 -0.62312 1.61439
H -0.99739 -2.16648 1.43185
H -0.28243 -1.95884 -1.19072
H 1.78877 -1.19264 -1.60297
H 2.90984 -0.29892 0.98671
H 1.69237 1.93368 1.18229
O -0.88391 1.46710 0.44094

## Properties
Relative energy (zero: lowest compared OMol25 entry of this formula, charge and spin): 133.58 kcal/mol
HOMO level: -8.69 eV
Kohn-Sham gap: 9.64 eV
F_max: 7.95 eV/Å

Entry 2:
ORCA calculation (the ωB97M-V functional and the def2-TZVPD basis) on one molecule with the formula C8H10O at a distorted geometry.

CARTESIAN COORDINATES (ANGSTROEM)
C 0.30355 -0.20126 -0.77325
C 1.11633 -0.42030 0.20601
C -1.09936 0.19576 -0.52545
C -0.87618 0.68833 1.83427
C -1.94604 0.29845 -1.56252
C -1.29873 1.07357 3.03104
C 0.48524 -0.78250 -2.19930
C 2.48608 -0.51315 0.80485
O -1.57097 0.68169 0.65298
H -3.00403 0.68075 -1.39155
H -1.69025 0.02242 -2.50740
H -2.02342 1.90215 3.29528
H -0.75079 0.71624 3.93370
H 0.04201 -1.69889 -2.25491
H 1.43254 -1.01669 -2.38258
H 0.09457 -0.03564 -2.87765
H 3.13895 0.03700 0.12616
H 2.79012 -1.58243 0.66923
H 2.37038 -0.04549 1.92108

## Properties
Relative energy (zero: lowest compared OMol25 entry of this formula, charge and spin): 174.92 kcal/mol
HOMO level (alpha / beta): -8.03 / -7.74 eV
Kohn-Sham gap (alpha / beta): 8.52 / 7.62 eV
F_max: 4.43 eV/Å

Entry 3:
ORCA calculation (the ωB97M-V functional and the def2-TZVPD basis) on a 2-piece molecular cluster, C8H10O2 overall at a distorted geometry.

CARTESIAN COORDINATES (ANGSTROEM)
C 2.65292 0.62370 1.32103
C 2.74418 -0.75399 1.07631
C 2.75139 -1.35317 -0.21547
C 2.83025 -0.54435 -1.32499
C 2.90556 0.92789 -1.04336
C 2.79136 1.53759 0.16571
C -3.78952 0.19894 -0.08507
C -5.15835 -0.07631 0.05547
H 2.87059 0.80758 2.32397
H 2.99840 -1.47415 1.90510
H 2.51833 -2.49767 -0.39051
H 3.07190 -0.97169 -2.32681
H 3.09030 1.64568 -1.93611
H 2.78121 2.72090 0.40043
H -2.20595 -0.30611 0.06308
H -5.80120 0.76324 0.11322
H -5.41302 -0.83230 -0.83315
H -5.30507 -0.85399 0.89325
O -3.25786 1.32043 -0.18184
O -3.07542 -0.88223 0.01974

## Properties
Relative energy (zero: lowest compared OMol25 entry of this formula, charge and spin): 58.72 kcal/mol
HOMO level: -9.20 eV
Kohn-Sham gap: 9.90 eV
F_max: 5.63 eV/Å

Entry 4:
ORCA calculation (the ωB97M-V functional and the def2-TZVPD basis) on an isolated ion of composition C8H10O3PS and charge -1 at a distorted geometry.

CARTESIAN COORDINATES (ANGSTROEM)
C -1.91364 0.34091 -2.08080
C -1.70925 -0.91494 -1.55070
C -1.61412 1.70123 -1.66365
C -0.93967 -1.65207 -0.56423
C -0.69372 2.11925 -0.78618
C -0.03283 -1.13697 0.25500
C 0.27892 1.33011 1.85041
C 2.07474 0.79545 -0.34528
O 2.22090 -1.42553 1.52764
O 0.07762 -1.79209 2.73342
O 0.97255 -3.46304 1.13030
P 0.29430 0.75079 0.10044
S 0.87602 -2.07571 1.57170
H -2.66163 0.44761 -2.83209
H -2.25004 -1.63956 -2.05808
H -2.15307 2.45722 -2.10480
H -0.99576 -2.71916 -0.42638
H -0.67628 1.42188 2.19813
H 0.69797 2.47306 1.89585
H 0.70690 0.48880 2.47378
H 2.67453 1.69675 -0.08108
H 2.17938 0.62499 -1.53894
H 2.58617 0.17100 0.29553

## Properties
Relative energy (zero: lowest compared OMol25 entry of this formula, charge and spin): 0.00 kcal/mol
Net charge: -1
HOMO level: -4.61 eV
Kohn-Sham gap: 7.77 eV
F_max: 4.11 eV/Å

Entry 5:
ORCA calculation (the ωB97M-V functional and the def2-TZVPD basis) on C8H10O5PYb as an isolated structure at a distorted geometry.

CARTESIAN COORDINATES (ANGSTROEM)
O -0.00662 2.26999 -5.08771
C -0.00969 1.97558 -3.98573
Yb 0.15522 0.36531 -0.05831
C -0.25598 0.55922 2.42083
O -0.49036 0.67775 3.55027
C -0.13397 -1.73298 -0.16364
O -0.42064 -2.85945 -0.10770
C 2.55693 0.07238 -0.65721
O 3.69952 -0.03857 -0.76637
C -2.46653 -0.12962 -0.45006
O -3.58332 -0.39006 -0.49063
H 0.06530 -0.65480 -1.84374
C 1.40567 -2.33297 3.49200
P 1.79185 -1.39193 1.94192
C 2.98154 -0.22209 2.67534
C 2.89404 -2.65479 1.21484
H 0.87984 -1.71740 4.23278
H 2.35687 -2.66868 3.92385
H 0.80417 -3.21997 3.24837
H 3.72654 -0.76707 3.26788
H 3.48695 0.36186 1.89455
H 2.39436 0.41898 3.34126
H 3.69805 -2.92869 1.91006
H 2.25358 -3.53035 1.05600
H 3.33908 -2.31025 0.27384

## Properties
Net charge: +2
HOMO level (alpha / beta): -16.87 / -17.03 eV
Spin multiplicity: 2
Kohn-Sham gap (alpha / beta): 7.47 / 7.31 eV
F_max: 6.93 eV/Å

Entry 6:
ORCA calculation (the ωB97M-V functional and the def2-TZVPD basis) on C8H10OS as an isolated structure at a distorted geometry.

CARTESIAN COORDINATES (ANGSTROEM)
C 2.81559 -1.19687 1.69919
C 1.73230 -1.47896 0.91755
C 2.83296 0.07722 2.03897
C 0.85049 -0.44658 0.82833
C -1.80208 0.57643 0.42083
C -1.15582 1.10434 -0.82028
C -0.76480 -0.27174 -0.28196
C -1.91645 1.16848 -2.16192
O -0.97166 -1.49041 -0.85625
S 1.44135 0.92711 1.61532
H 3.70354 -1.83017 1.82407
H 1.57404 -2.53437 0.65306
H 3.65380 0.42293 2.62401
H -1.71147 0.76552 1.50071
H -2.83049 0.19254 0.02895
H -0.36531 1.84979 -0.78232
H -2.42322 0.22577 -2.33988
H -1.23623 1.51678 -2.90543
H -2.66913 1.84277 -2.12953
H -0.75740 -1.42057 -1.87343

## Properties
Relative energy (zero: lowest compared OMol25 entry of this formula, charge and spin): 65.63 kcal/mol
HOMO level: -8.52 eV
Kohn-Sham gap: 9.26 eV
F_max: 4.83 eV/Å

Entry 7:
ORCA calculation (the ωB97M-V functional and the def2-TZVPD basis) on one molecule with the formula C8H10P2 at a distorted geometry.

CARTESIAN COORDINATES (ANGSTROEM)
C 2.42628 -0.28327 0.38238
C 1.80814 0.54233 -0.49551
C -2.11968 0.89009 -0.79577
C -2.50826 -0.47231 -0.55604
C 1.65329 -1.59920 0.49357
C -0.89313 0.48024 1.16200
C -1.09609 1.26602 -0.03972
C 0.60169 0.00167 -1.17575
P -1.49750 -1.28599 0.64702
P 0.28357 -1.55893 -0.70473
H 3.16109 -0.09569 1.10319
H 2.20171 1.55515 -0.73042
H -2.60212 1.58850 -1.53499
H -3.24848 -1.03995 -0.98481
H 2.29891 -2.52096 0.57290
H 1.27571 -1.48279 1.51190
H 0.08427 0.54936 1.47811
H -1.46687 0.85773 2.02173
H -0.52950 2.29808 -0.18771
H 0.16698 0.30992 -2.16734

## Properties
Relative energy (zero: lowest compared OMol25 entry of this formula, charge and spin): 26.90 kcal/mol
HOMO level (alpha / beta): -7.19 / -7.19 eV
Kohn-Sham gap (alpha / beta): 6.95 / 6.95 eV
F_max: 5.47 eV/Å

Entry 8:
ORCA calculation (the ωB97M-V functional and the def2-TZVPD basis) on an isolated ion of composition C8H10PS and charge -1 at a distorted geometry.

CARTESIAN COORDINATES (ANGSTROEM)
C -1.11549 1.48143 -1.79243
C 0.08462 2.05447 -1.55871
C -1.22312 0.25024 -1.11452
C 0.76567 1.92289 -0.31835
C -0.15318 -0.55629 -0.80276
C 1.57958 2.36146 0.53337
C -1.39257 -1.59867 1.28804
C 1.48237 -1.84775 0.80473
P -0.23225 -2.12627 -0.06058
S 2.42698 3.00989 1.87598
H -1.93025 1.85053 -2.37406
H 0.35982 3.06676 -1.95332
H -2.25236 -0.20655 -0.84250
H 0.88186 -0.19782 -1.03571
H -2.32291 -1.56734 0.86105
H -0.97607 -0.59540 1.54795
H -1.52596 -2.22014 2.11899
H 1.38852 -1.67697 1.89543
H 1.90975 -0.89450 0.28644
H 2.24501 -2.50997 0.64097

## Properties
Net charge: -1
HOMO level: -2.77 eV
Kohn-Sham gap: 6.26 eV
F_max: 4.33 eV/Å

Entry 9:
ORCA calculation (the ωB97M-V functional and the def2-TZVPD basis) on one molecule with the formula C8H10S at a distorted geometry.

CARTESIAN COORDINATES (ANGSTROEM)
C -2.06886 -1.22034 -0.05456
C -2.79509 -0.22109 0.55836
C -0.73914 -0.84734 -0.30487
C -0.43703 0.41641 0.09716
C 1.66367 1.24277 -1.04905
C 1.11123 1.17014 0.11995
C 0.17881 -1.83562 -1.06441
C 1.45261 1.55601 1.43587
S -1.84807 1.16656 0.77879
H -2.39326 -2.18509 -0.19477
H -3.86732 -0.31672 0.96140
H 2.60583 1.62835 -1.24400
H 1.22796 0.86318 -1.94673
H 0.57649 -2.63522 -0.32078
H -0.41826 -2.25539 -1.81797
H 1.14913 -1.18054 -1.20858
H 0.71784 0.96227 2.06297
H 2.48983 1.13151 1.55046
H 1.39360 2.56016 1.64075

## Properties
Relative energy (zero: lowest compared OMol25 entry of this formula, charge and spin): 65.05 kcal/mol
HOMO level: -8.49 eV
Kohn-Sham gap: 9.40 eV
F_max: 6.93 eV/Å

Entry 10:
ORCA calculation (the ωB97M-V functional and the def2-TZVPD basis) on C8H11BrFOSV as an isolated structure at a distorted geometry.

CARTESIAN COORDINATES (ANGSTROEM)
V 42.54550 -25.97513 -0.49140
Br 40.60307 -24.77817 0.71631
F 36.64589 -22.62643 2.08911
C 36.07919 -23.72258 1.60397
C 36.71747 -24.53093 0.73177
C 36.09564 -25.65502 0.26189
C 34.84707 -26.01826 0.70813
C 34.16428 -25.24023 1.61081
C 34.83364 -24.20088 2.13623
H 37.73193 -24.30606 0.43735
H 36.64676 -26.29866 -0.40772
H 34.39196 -26.95656 0.42731
H 33.24186 -25.50245 2.10757
H 34.34259 -23.62898 2.90966
C 41.13799 -23.22215 5.00562
S 39.53582 -22.31298 4.99457
O 39.65315 -21.03745 5.81763
C 39.41967 -21.88140 3.24667
H 41.49349 -23.51969 5.99213
H 41.95717 -22.65480 4.56386
H 41.03136 -24.08610 4.34963
H 39.47639 -22.78308 2.63688
H 40.18042 -21.17413 2.91631
H 38.51386 -21.32131 3.01447

## Properties
Net charge: +1
HOMO level (alpha / beta): -10.56 / -10.56 eV
Spin multiplicity: 4
Kohn-Sham gap (alpha / beta): 2.75 / 3.02 eV
F_max: 3.78 eV/Å

Entry 11:
ORCA calculation (the ωB97M-V functional and the def2-TZVPD basis) on C8H11CdNO2 as an isolated structure at a distorted geometry.

CARTESIAN COORDINATES (ANGSTROEM)
C -0.42485 1.24753 -2.45877
C 0.96752 1.40454 -2.21958
C 1.14787 1.83748 -0.88406
C -0.14030 1.88712 -0.25381
C -1.13444 1.55309 -1.25409
Cd -0.45673 -0.46841 0.24441
N -2.35342 -1.65790 0.33082
C -0.12916 -2.12044 -0.46176
C 1.26932 -1.82050 -0.50240
H 2.09027 2.12945 -0.41561
H 1.75953 1.27518 -2.96575
H -0.36605 2.37202 0.71248
H -2.21191 1.65869 -1.13764
H -0.89241 0.99716 -3.42389
H 1.79203 -1.39251 -1.39287
H -0.25797 -3.05670 0.11477
H -2.83382 -1.46315 -0.57617
H 1.96362 -2.05740 0.32098
H -0.57269 -2.10869 -1.48188
O 0.41932 -0.40679 4.60737
C 0.29958 -0.69862 3.34409
O 0.36425 0.08257 2.36805
H 0.11754 -1.75272 3.13181

## Properties
Relative energy (zero: lowest compared OMol25 entry of this formula, charge and spin): 52.73 kcal/mol
Net charge: -2
HOMO level (alpha / beta): 1.57 / 0.21 eV
Kohn-Sham gap (alpha / beta): 4.82 / 6.16 eV
F_max: 9.53 eV/Å